Entry 1:
This record from OMol25 describes a structure of composition C12H13BrFeO2. The level of theory is ωB97M-V with the def2-TZVPD basis set.

Last column: natural (NBO) charge in e.
CARTESIAN COORDINATES (ANGSTROEM)
C -1.92 -0.88 -1.16  -0.393
C -1.88 -1.34 0.20  -0.377
C -1.53 -0.23 1.03  -0.326
H -2.17 -2.32 0.56  0.214
C -1.33 0.91 0.19  -0.386
C -1.56 0.51 -1.17  -0.365
H -1.56 1.15 -2.03  0.244
H -2.26 -1.48 -1.99  0.223
H -1.59 -0.21 2.11  0.227
H -1.07 1.90 0.54  0.219
Fe 0.00 -0.58 -0.41  1.003
Br 1.78 0.56 -1.27  -0.621
C 2.49 0.62 -4.32  -0.343
C 1.40 1.41 -4.79  -0.371
C 0.40 0.53 -5.32  -0.387
H 1.34 2.50 -4.75  0.167
C 0.88 -0.81 -5.17  -0.380
C 2.16 -0.76 -4.55  -0.363
H 2.79 -1.61 -4.29  0.174
H 3.40 0.99 -3.87  0.179
H -0.54 0.84 -5.77  0.164
H 0.35 -1.71 -5.47  0.166
C 1.34 -1.34 3.50  -0.289
O 0.39 -1.18 2.41  -0.586
C 0.72 -1.74 1.23  0.391
O 1.53 -2.64 1.10  -0.709
H 1.04 -2.23 4.07  0.160
H 1.20 -0.45 4.11  0.166
H 2.37 -1.44 3.15  0.197

Calculated values
ΔE to the lowest compared entry with this formula, charge and spin ... 188.1 kJ/mol
Total charge ... -2
HOMO-LUMO gap (alpha / beta) ... 4.7416 / 4.8371 eV
<S²> ... 6.028
Spin multiplicity ... 5
LUMO level (alpha / beta) ... 5.28 / 5.26 eV
HOMO level (alpha / beta) ... 0.542 / 0.419 eV



Entry 2:
This record from OMol25 describes a structure of composition C4H12N3. The level of theory is ωB97M-V with the def2-TZVPD basis set.

Last column: natural (NBO) charge in e.
CARTESIAN COORDINATES (ANGSTROEM)
C -0.27 -0.14 -1.23  0.387
C 1.55 0.46 -1.63  -0.549
C -0.27 0.03 2.60  -0.645
C 0.19 -0.36 1.22  -0.223
N -0.96 -1.28 -1.53  -0.474
N -1.19 0.02 -2.26  -0.464
N -0.58 0.39 0.18  -0.538
H 2.15 0.37 -0.73  0.206
H 1.13 1.49 -1.64  0.212
H 2.01 0.04 -2.52  0.254
H 0.13 0.95 2.84  0.221
H -1.30 -0.06 2.85  0.233
H 0.31 -0.69 3.19  0.255
H 0.08 -1.48 1.05  0.253
H 1.30 0.10 1.13  0.231
H -0.38 -1.97 -2.08  0.391
H -2.14 0.36 -2.17  0.388
H -0.25 1.35 0.29  0.430
H -1.54 0.40 0.42  0.434

Calculated values
ΔE to the lowest compared entry with this formula, charge and spin ... 529.0 kJ/mol
Total charge ... +1
HOMO-LUMO gap ... 11.0551 eV
Spin multiplicity ... 1
LUMO level ... -3.21 eV
HOMO level ... -14.263 eV



Entry 3:
This record from OMol25 describes a cluster of 5 separate species, C26H47N2O6 in total. The level of theory is ωB97M-V with the def2-TZVPD basis set.

Last column: Löwdin charge in e.
CARTESIAN COORDINATES (ANGSTROEM)
C 7.18 -0.60 -1.46  0.065
C 7.30 0.23 -2.63  -0.096
C 6.85 1.71 -2.41  -0.138
C 7.66 2.86 -2.02  0.027
N 6.83 4.00 -1.92  0.108
C 5.57 3.54 -2.21  -0.042
N 5.51 2.21 -2.51  0.003
C 4.26 1.46 -2.85  -0.096
C 2.96 2.27 -2.50  -0.171
C 1.64 1.60 -3.10  -0.158
C 0.97 0.59 -2.09  -0.193
O -0.33 0.12 -2.49  -0.059
C -1.27 1.15 -2.51  -0.280
O -1.66 1.78 -1.54  0.079
H 7.97 -0.47 -0.68  0.087
H 6.31 -1.30 -1.37  0.083
H 7.71 -0.14 -3.60  0.112
H 8.75 2.90 -1.81  0.141
H 7.04 4.97 -1.69  0.177
H 4.72 4.26 -2.16  0.165
H 4.26 1.35 -3.98  0.148
H 4.28 0.42 -2.42  0.140
H 3.01 3.29 -2.98  0.110
H 2.81 2.39 -1.38  0.130
H 1.84 1.14 -4.12  0.129
H 0.95 2.47 -3.31  0.120
H 1.63 -0.32 -2.00  0.139
H 0.98 1.09 -1.08  0.127
H -1.67 1.46 -3.52  0.161
C -1.97 2.34 2.44  -0.161
C -1.25 2.10 3.75  -0.163
C 0.09 1.56 3.28  -0.214
O 0.36 2.17 2.01  -0.160
C -0.83 2.81 1.55  -0.201
H -2.78 3.06 2.50  0.120
H -2.37 1.40 2.06  0.101
H -1.11 3.04 4.28  0.117
H -1.78 1.41 4.42  0.118
H 0.06 0.48 3.14  0.115
H 0.90 1.79 3.98  0.109
H -0.68 3.89 1.63  0.119
H -0.99 2.57 0.50  0.082
C -4.77 -0.50 -0.13  -0.169
C -3.88 -1.70 0.13  -0.170
C -3.66 -1.62 1.62  -0.205
O -4.84 -1.02 2.18  -0.137
C -5.64 -0.48 1.11  -0.187
H -5.35 -0.58 -1.06  0.112
H -4.17 0.41 -0.18  0.104
H -4.41 -2.62 -0.12  0.104
H -2.94 -1.68 -0.44  0.110
H -2.81 -0.97 1.86  0.101
H -3.50 -2.59 2.08  0.118
H -6.52 -1.13 0.99  0.102
H -5.98 0.52 1.37  0.119
C -6.99 -4.98 -1.26  -0.176
C -8.38 -4.69 -0.74  -0.173
C -8.35 -3.18 -0.60  -0.203
O -7.46 -2.68 -1.61  -0.150
C -6.73 -3.79 -2.16  -0.209
H -6.90 -5.93 -1.78  0.114
H -6.28 -4.98 -0.43  0.112
H -9.12 -4.98 -1.49  0.117
H -8.62 -5.20 0.19  0.116
H -7.96 -2.88 0.37  0.105
H -9.34 -2.72 -0.74  0.119
H -7.11 -3.97 -3.18  0.118
H -5.67 -3.53 -2.23  0.108
C 4.76 -0.73 3.95  -0.170
C 3.61 0.12 3.44  -0.178
C 3.86 0.11 1.94  -0.211
O 4.48 -1.14 1.63  -0.158
C 4.88 -1.78 2.86  -0.200
H 4.58 -1.16 4.94  0.118
H 5.67 -0.13 4.01  0.116
H 2.66 -0.36 3.67  0.113
H 3.59 1.13 3.86  0.116
H 4.55 0.91 1.65  0.110
H 2.93 0.21 1.37  0.109
H 4.21 -2.62 3.04  0.120
H 5.90 -2.16 2.76  0.116

Calculated values
Total charge ... +1
HOMO-LUMO gap ... 6.3449 eV
Spin multiplicity ... 1
LUMO level ... -4.26 eV
HOMO level ... -10.607 eV